DFT (ωB97M-V with the def2-TZVPD basis set) results for a molecular structure, C6H19GaO2P.

Geometry as XYZ:
```
29
Properties=species:S:1:pos:R:3
H 2.196 0.955 -4.190
H -3.081 -1.203 1.568
H 2.251 3.526 -3.305
C -0.745 0.163 -2.143
H 1.184 0.342 3.893
P 0.420 1.471 -1.470
H -2.776 -2.858 2.123
H -0.777 0.177 -3.234
H -0.316 -2.477 1.909
H -1.089 0.429 2.847
C -1.034 -1.852 1.362
H 1.775 -0.613 2.524
H -0.522 3.316 -4.437
C 0.895 -0.380 3.126
H -2.274 -1.493 3.120
H 1.500 -0.615 -0.682
H -1.155 -2.287 0.370
C -2.370 -1.845 2.091
Ga 1.385 2.186 -3.556
H 2.664 0.335 -1.609
H -1.760 0.331 -1.777
H 2.268 0.774 0.053
H 0.566 -1.288 3.633
O -0.509 -0.567 1.122
C -0.192 0.221 2.249
C 1.848 0.400 -0.885
O -0.067 2.516 -4.713
H 0.142 1.166 1.819
H -0.428 -0.828 -1.809
```

**Orbital gap**: 6.1 eV
**E_LUMO**: 2.98 eV
**E**: -2656.62679 Ha
**Net charge**: -1



DFT (ωB97M-V with the def2-TZVPD basis set) results for a single C12H23NO4P molecule.

Geometry as XYZ:
```
41
Properties=species:S:1:pos:R:3
H 1.429 2.632 0.185
C 0.426 -1.990 -1.084
C 1.164 1.377 2.314
O -1.811 -4.305 -2.563
H -1.340 -2.761 -0.070
O 2.630 -0.063 -2.195
C 0.725 2.718 -0.635
C 0.549 -0.587 -0.426
H -0.782 -1.227 1.123
H 0.781 -1.888 -2.117
C 0.144 -0.649 1.057
C -0.996 -3.980 -1.744
H -1.990 3.381 -0.671
H 3.007 -1.259 -0.120
C -0.971 -2.614 -1.088
H 0.114 0.580 -2.181
C -0.313 0.433 -1.183
C -0.973 0.349 3.031
H -1.829 -0.278 2.786
H -2.493 1.854 -1.440
O -2.193 1.511 1.084
H 0.890 -1.215 1.630
H 2.681 0.931 -0.009
H -1.307 -0.001 -1.326
H -0.342 -0.203 3.734
H -1.311 1.263 3.519
N -0.926 1.589 0.915
O -0.109 -4.899 -1.245
H 1.127 -2.661 -0.571
H 2.078 0.896 1.963
H 1.184 2.434 2.064
H -1.260 2.861 -2.205
H 1.265 2.478 -1.556
C -0.511 1.801 -0.508
H 0.794 -4.569 -1.323
H 0.406 3.761 -0.690
H 1.193 1.318 3.404
H -1.673 -2.016 -1.666
P 2.315 -0.199 -0.746
C -1.652 2.517 -1.245
C -0.122 0.680 1.795
```

**Orbital gap (alpha / beta)**: 8.9 / 10.1 eV
**Multiplicity**: 2
**E_LUMO (alpha / beta)**: 0.39 / 0.26 eV
**E**: -1168.05882 Ha
**Net charge**: 0



DFT (ωB97M-V with the def2-TZVPD basis set) results for a single C3H3FN2OS molecule.

Geometry as XYZ:
```
11
Properties=species:S:1:pos:R:3
C 1.003 1.019 0.169
H -1.768 -2.699 -0.302
N -0.517 -0.519 0.242
C 0.293 0.191 -0.679
O 0.391 -0.063 -1.996
S -2.102 -1.270 -0.216
N -0.429 -0.035 1.493
H 0.861 1.316 2.290
H -0.354 -0.570 -2.318
F 2.051 1.829 -0.138
C 0.571 0.800 1.455
```

**Structure (SMILES)**: Oc1c(F)cnn1S
**Orbital gap**: 9.2 eV
**ΔE to the lowest compared entry with this formula, charge and spin**: 2.053 eV
**E_LUMO**: 0.13 eV
**E**: -798.84510 Ha
**Net charge**: 0



DFT (ωB97M-V with the def2-TZVPD basis set) results for a molecular structure, C2H11BNbO2.

Geometry as XYZ:
```
17
Properties=species:S:1:pos:R:3
H -3.203 -1.706 0.510
H -1.050 -1.736 -0.531
O 0.928 0.756 -1.236
H -1.402 -0.464 1.849
H 2.341 0.558 1.024
H 2.622 -0.309 -1.291
O -0.493 2.420 -0.455
B -0.276 1.053 -0.613
H -3.148 0.974 0.820
C 1.951 -0.385 0.683
Nb -2.024 -0.328 0.126
H 2.726 -1.116 0.858
C 1.668 -0.363 -0.787
H 1.102 -0.679 1.275
H 0.026 2.705 0.312
H -2.982 -0.091 -1.438
H 1.213 -1.286 -1.105
```

**Orbital gap**: 7.2 eV
**E_LUMO**: 2.82 eV
**E**: -314.91777 Ha
**Net charge**: -1



DFT (ωB97M-V with the def2-TZVPD basis set) results for a molecular structure, C27H41BeBrN2P2.

Geometry as XYZ:
```
74
Properties=species:S:1:pos:R:3
Be -0.552 -3.177 2.083
C -2.355 -2.798 1.031
Br 1.320 -4.020 2.517
H -3.167 -0.913 0.420
H 1.570 1.336 2.439
H 3.250 0.823 -0.888
H 5.412 -2.631 0.197
C 5.066 0.322 0.220
P 2.671 -1.109 0.455
H -1.814 -3.554 -2.727
C 0.850 3.304 1.840
H -5.672 3.969 -3.307
H 3.705 -0.786 -2.433
C -4.709 2.086 -2.899
H -2.452 0.530 2.011
H 2.032 -2.963 -0.959
H 1.398 3.787 2.651
C 4.615 -3.112 0.780
H -5.347 1.801 -2.065
C -4.857 3.305 -3.582
H -0.272 0.467 -1.287
C 3.553 0.454 0.109
C -3.622 1.265 -3.274
H 1.412 -1.424 -1.567
H -1.952 2.971 2.524
C -0.522 2.607 -1.130
H -1.835 0.061 5.384
H -1.685 -1.689 5.710
C 3.750 -2.092 1.500
C -1.652 -3.129 -1.728
C -2.425 -2.045 -1.276
H -0.248 3.460 -0.488
H 3.165 -2.342 -3.099
H 1.465 3.401 0.940
H 1.192 1.314 -0.757
H 3.063 -2.646 2.178
P -0.276 0.702 1.066
C 0.624 1.870 2.250
H -2.503 0.939 0.283
H 4.038 -3.765 0.108
N -0.402 -1.634 2.964
H -0.135 2.820 -2.137
H -2.244 3.307 -5.601
C 3.466 -1.829 -2.171
H -0.083 3.861 1.718
H 4.351 -1.444 2.148
C -2.380 2.647 1.576
H 5.471 -0.378 -0.525
N -4.007 3.677 -4.522
H 5.103 -3.772 1.513
H -1.829 1.104 -4.460
C -2.048 1.212 1.246
H -3.467 2.724 1.656
C -1.237 -3.497 0.622
H 4.385 -2.320 -1.804
H 5.366 -0.008 1.221
H 3.166 1.169 0.864
C -2.669 -1.813 0.082
H 5.507 1.308 0.037
H 0.032 1.788 3.177
C -1.854 -0.920 4.941
H 0.005 -4.344 -1.059
C -2.712 1.711 -4.250
C -0.865 -1.041 3.883
C -2.948 -1.096 -2.190
C -3.358 -0.031 -2.639
H -2.927 -3.176 1.897
H -1.617 2.533 -1.221
C 0.095 1.296 -0.661
C 2.317 -1.915 -1.159
C -2.955 2.949 -4.862
C -0.855 -3.719 -0.734
H -2.080 3.323 0.774
H -2.823 -1.069 4.438
```

**Orbital gap (alpha / beta)**: 4.0 / 3.1 eV
**ΔE to the lowest compared entry with this formula, charge and spin**: 6.846 eV
**E_LUMO (alpha / beta)**: -9.39 / -9.57 eV
**E**: -4433.63696 Ha
**Net charge**: +2



DFT (ωB97M-V with the def2-TZVPD basis set) results for a gas-phase ion, C4H8NO2 (charge -1).

Geometry as XYZ:
```
15
Properties=species:S:1:pos:R:3
N 1.229 -0.032 0.379
O -0.795 -1.458 0.301
C -2.006 0.558 -1.482
H 1.087 -1.507 1.916
H -2.200 1.353 -2.267
H 0.093 1.161 -1.222
H 1.992 -0.268 -0.238
H -2.977 0.432 -0.951
H 2.703 -1.230 1.225
H -0.702 1.639 0.248
C -0.772 0.868 -0.611
H -1.839 -0.406 -2.053
C -0.126 -0.333 0.114
C 1.909 -0.782 1.877
O 2.404 0.004 2.763
```

**Structure (SMILES)**: CCC(=O)NC[O-]
**Orbital gap**: 7.1 eV
**ΔE to the lowest compared entry with this formula, charge and spin**: 3.526 eV
**E_LUMO**: 3.79 eV
**E**: -362.39466 Ha
**Net charge**: -1



DFT (ωB97M-V with the def2-TZVPD basis set) results for 2 unconnected molecules or ions with the total composition C2H9NO2.

Geometry as XYZ:
```
14
Properties=species:S:1:pos:R:3
C -1.287 -0.816 1.462
O 0.638 0.558 -3.285
H -1.873 -1.114 0.470
H 0.276 0.308 -2.374
H 0.154 0.199 -0.863
O 1.544 0.896 0.273
H -0.923 1.091 0.898
H 1.870 1.058 1.104
H -2.131 -0.455 2.057
C 0.485 0.079 0.137
H -0.671 -1.562 2.001
H 0.761 -0.965 -0.031
H 1.556 0.413 -3.140
N -0.399 0.310 1.290
```

**Orbital gap (alpha / beta)**: 11.5 / 5.2 eV
**ΔE to the lowest compared entry with this formula, charge and spin**: 3.378 eV
**Multiplicity**: 2
**E_LUMO (alpha / beta)**: -3.71 / -10.01 eV
**E**: -286.40018 Ha
**Net charge**: +1



DFT (ωB97M-V with the def2-TZVPD basis set) results for a gas-phase ion, C6H2Cl2O4 (charge -2).

Geometry as XYZ:
```
14
Properties=species:S:1:pos:R:3
O 2.164 0.862 -1.485
Cl -0.572 -1.781 -1.499
O -2.345 0.466 2.021
C 0.574 -0.113 1.393
C 1.035 0.583 -1.878
O -2.592 -0.726 0.166
H 0.969 0.031 2.502
C -1.941 -0.009 0.933
C 0.251 -0.291 -0.687
O 0.497 0.735 -2.967
H 1.951 -1.478 0.336
Cl -0.608 2.109 0.249
C -0.546 0.394 0.532
C 1.166 -0.782 0.384
```

**Structure (SMILES)**: O=C([O-])[C@@]1(Cl)C=C[C@]1(Cl)C(=O)[O-]
**Orbital gap**: 7.3 eV
**E_LUMO**: 6.19 eV
**E**: -1451.16472 Ha
**Net charge**: -2



Question: What is the net charge in the seventh record?
Answer: +1